19
Properties=species:S:1:pos:R:3:forces:R:3:nbo_charge:R:1 method="wB97M-V/def2-TZVPD" max_force_ev_per_a=2.15 e_tot_ev=-10844.08282 gap_ev=10.23
C 0.17405 0.26055 0.81114 0.4 -0.2 0.4 0.27
C -1.08653 0.82187 1.46561 0.3 -0.1 -0.2 -0.61
C 0.61483 -1.04223 1.50807 -0.1 0.3 -0.1 -0.63
N -0.11486 -0.04235 -0.57346 -0.4 -0.2 -0.7 -0.64
C 0.66504 -0.37345 -1.45312 0.3 0.2 1.1 0.92
N 1.20375 1.29346 0.82885 -0.1 0.2 0.2 -0.84
N -0.95514 -0.42802 -3.03703 -1.2 0.4 0.8 -1.07
O 1.56788 -0.67269 -2.13356 0.2 -0.1 -0.1 -0.55
H -1.68469 -0.11758 -2.33508 1.2 -0.7 -1.7 0.40
H 1.38323 1.60530 1.77708 0.0 0.0 0.0 0.36
H 2.06903 0.94425 0.43642 0.1 0.0 0.1 0.36
H -1.12309 -1.32648 -3.47353 -0.3 0.3 0.1 0.38
H -0.72383 0.27628 -3.72610 -0.3 -0.1 0.1 0.38
H -0.90789 1.00935 2.52308 0.0 0.0 0.1 0.20
H 1.51254 -1.43562 1.03164 0.0 0.0 0.0 0.21
H -1.90441 0.11291 1.36655 -0.1 0.0 0.0 0.22
H -1.35545 1.75801 0.98362 0.0 0.0 -0.1 0.22
H -0.17231 -1.79041 1.44177 0.0 -0.1 0.0 0.21
H 0.83784 -0.85317 2.55805 0.0 0.0 0.1 0.21

20
Properties=species:S:1:pos:R:3:forces:R:3:nbo_charge:R:1 method="wB97M-V/def2-TZVPD" max_force_ev_per_a=1.23 e_tot_ev=-10952.75016 gap_ev=9.16
N 1.17059 -0.79294 -1.27286 0.0 -0.5 0.0 -0.86
C 0.12174 -0.96640 -0.29448 0.5 -0.9 0.4 -0.27
C 1.10031 0.80560 1.21134 -0.2 -0.3 0.7 -0.42
C 0.07507 0.05324 0.81401 -0.3 0.9 -0.7 -0.17
H 2.01675 -0.37780 -0.93514 0.1 0.2 -0.1 0.37
H 0.87216 -0.50722 -2.18486 0.0 0.4 0.0 0.37
H -0.81147 -1.01279 -0.85515 -0.2 0.2 0.3 0.21
H 0.23177 -1.95324 0.18235 -0.1 -0.1 -0.1 0.18
H 0.92781 1.75742 1.70385 0.0 -0.4 0.5 0.20
H 2.13029 0.46078 1.21013 0.1 0.3 -0.9 0.19
H -0.92235 0.30081 1.17504 0.0 0.3 -0.3 0.19
H 2.77993 -3.82523 -1.14021 -0.1 0.0 -0.2 0.47
H 3.01571 -2.64035 -2.11438 -0.3 -0.1 0.0 0.47
O 3.19688 -2.96549 -1.22976 0.6 -0.1 0.3 -0.94
H -2.16960 -0.55240 -4.55082 0.2 -0.3 0.0 0.47
H -2.80120 0.04323 -3.35129 0.1 -0.2 0.3 0.47
O -2.23375 -0.70025 -3.59904 -0.3 0.6 -0.3 -0.93
H -2.92713 3.45764 4.96223 0.0 0.1 0.7 0.46
H -2.77603 4.46913 3.93755 0.0 0.6 0.3 0.46
O -2.86947 4.42250 4.90304 0.0 -0.8 -0.9 -0.92